[1]
Formula: C26H38LaN9O6P
Source: the OMol25 dataset
Level of theory: wB97M-V/def2-TZVPD

```
81
Properties=species:S:1:pos:R:3:mulliken_charge:R:1
La 0.5441 0.3218 -0.6455 1.91
O -0.7924 1.1078 -2.9417 -0.48
C -0.6236 2.4527 -3.4184 -0.60
C -0.7398 3.4099 -2.2513 -0.81
N 0.2390 3.1082 -1.2075 0.35
C 1.6383 3.3769 -1.6245 -0.94
C 2.4007 2.0697 -1.4243 0.56
O 3.1959 1.9415 -0.5040 -0.53
O 1.9466 1.0800 -2.1305 -0.54
C -0.0624 3.7387 0.0825 -0.93
C 0.4919 2.8902 1.2377 0.62
O 1.1357 3.3905 2.1395 -0.73
O 0.1871 1.6329 1.1250 -0.28
H -0.2822 0.5359 -3.5285 0.21
H -1.3995 2.6797 -4.1533 0.47
H 0.3496 2.5430 -3.9033 0.35
H -1.7365 3.3135 -1.8148 0.31
H -0.6381 4.4375 -2.6265 0.33
H 2.0831 4.1659 -1.0188 0.48
H 1.6837 3.6649 -2.6748 0.50
H -1.1465 3.7672 0.2101 0.32
H 0.3221 4.7596 0.1555 0.37
N 4.0222 1.1361 2.4697 0.07
C 2.7792 0.7582 2.1835 -0.87
N 2.4655 -0.1906 1.3471 -0.47
C 3.4890 -0.8199 0.6675 0.46
N 3.2522 -1.7640 -0.1893 -1.11
N 1.9667 -1.8436 -0.6477 0.66
C 1.5124 -2.9993 -0.9411 -1.11
C 0.3216 -3.1157 -1.7971 0.90
C -0.1753 -4.3752 -2.1096 -0.95
C -1.1926 -4.4853 -3.0434 -0.44
C -1.6814 -3.3311 -3.6284 -0.72
C -1.1530 -2.1115 -3.2265 -0.39
N -0.1763 -1.9875 -2.3351 0.12
C 4.8789 -0.4570 0.9200 0.90
C 5.9566 -1.0403 0.2505 -0.34
C 7.2405 -0.6157 0.5125 -0.83
C 7.4685 0.4022 1.4411 -0.40
C 6.4174 0.9957 2.1071 -0.97
C 5.1229 0.5599 1.8400 0.12
H 4.1535 1.9235 3.0854 0.28
H 1.9853 1.3047 2.6775 0.86
H 2.0466 -3.9059 -0.6630 0.37
H 0.2537 -5.2521 -1.6440 0.46
H -1.5845 -5.4553 -3.3174 0.45
H -2.4610 -3.3620 -4.3761 0.47
H -1.5568 -1.1908 -3.6328 0.49
H 5.7569 -1.8209 -0.4693 0.48
H 8.0757 -1.0676 -0.0039 0.42
H 8.4788 0.7333 1.6391 0.41
H 6.5883 1.7903 2.8219 0.41
C -3.9304 -2.0883 -1.0281 -0.48
N -3.8767 -1.5410 0.3143 0.56
C -5.0811 -1.7641 1.0988 -1.08
P -2.6525 -0.5842 0.8630 -0.40
O -1.6072 -0.5149 -0.2245 -0.07
N -3.3793 0.8158 1.3324 0.36
C -4.3254 1.4526 0.4223 -0.85
C -2.7734 1.7551 2.2715 -0.97
N -1.9543 -1.1303 2.2522 0.63
C -0.8709 -2.1030 2.1860 -0.91
C -2.6699 -1.1816 3.5215 -1.17
H -4.8141 -1.7148 -1.5569 0.34
H -3.9864 -3.1802 -1.0006 0.31
H -3.0422 -1.7963 -1.5752 -0.29
H -5.9600 -1.3942 0.5610 0.40
H -5.0264 -1.2412 2.0511 0.29
H -5.2245 -2.8298 1.2936 0.31
H -4.7557 0.7228 -0.2596 0.32
H -3.8361 2.2336 -0.1688 0.13
H -5.1342 1.9116 0.9940 0.34
H -1.9352 1.2992 2.7893 0.30
H -3.5232 2.0796 2.9969 0.37
H -2.4009 2.6364 1.7457 0.13
H -0.3586 -2.0517 1.2278 0.06
H -1.2432 -3.1242 2.3213 0.29
H -0.1432 -1.8901 2.9710 0.33
H -3.4715 -0.4477 3.5452 0.42
H -1.9771 -0.9546 4.3344 0.33
H -3.0946 -2.1749 3.6999 0.28
```

Its net charge is +1. The value obtained for the orbital gap is 0.275 hartree. As for the spin multiplicity: 1. Its HOMO energy is -10.404 eV.

[2]
Formula: C26H39B2F4N5O4SSi2Ti
Source: the OMol25 dataset
Level of theory: wB97M-V/def2-TZVPD

```
84
Properties=species:S:1:pos:R:3:lowdin_spin:R:1
Ti 0.2767 0.1349 -0.0783 0.00
C -0.3313 3.8133 -2.5542 0.00
C 0.0117 2.7271 -1.6031 0.00
N -0.5881 1.5720 -1.5540 0.00
O -1.5501 1.3913 -2.4193 0.00
B -2.4274 0.1173 -2.3427 0.00
F -2.9870 0.0038 -3.5657 0.00
F -3.3126 0.3096 -1.2944 0.00
O -1.6152 -1.0957 -2.0907 0.02
N -1.0071 -1.1442 -0.8802 0.00
C -1.3088 -2.0834 -0.0595 0.00
C -2.4667 -2.9569 -0.4368 0.00
C 1.0996 -2.3340 1.0510 0.00
N 1.5899 -1.5246 -0.1136 0.00
O 2.9287 -1.1385 -0.0980 0.00
B 2.9974 0.2586 -0.4523 0.00
F 2.2430 0.5446 -1.6056 0.00
F 4.2340 0.7619 -0.4247 0.00
O 2.0573 1.0033 0.6684 0.00
N 1.0679 1.8592 0.2136 0.00
C 1.1979 2.7242 -0.7473 0.00
C 2.4096 3.5210 -1.0242 0.00
C 1.9688 -2.7136 2.2169 0.00
H -1.3738 3.7297 -2.8510 0.00
H 0.2804 3.7251 -3.4578 0.00
H -0.1497 4.7898 -2.1070 0.00
H -3.3155 -2.3076 -0.6429 0.00
H -2.7266 -3.6772 0.3267 0.00
H -2.2394 -3.4597 -1.3744 0.00
H 3.2819 3.1019 -0.5285 0.00
H 2.2389 4.5343 -0.6449 0.00
H 2.5747 3.5955 -2.0988 0.00
H 1.9683 -3.8009 2.2623 0.00
H 1.6134 -2.3370 3.1670 0.00
H 2.9881 -2.3862 2.0337 0.00
C 0.1415 -0.8823 4.8275 0.00
Si 0.6474 0.0760 3.2811 0.00
C 0.3536 1.9292 3.4722 0.00
C 2.5443 -0.0200 3.2848 0.00
C -0.4709 -0.5360 1.7781 0.00
C -0.4329 -2.0442 1.2712 0.00
C -0.8234 -3.2796 2.0496 0.00
C -0.6190 -4.4553 1.4330 0.00
C -0.1820 -4.6330 0.0330 0.00
C 0.6130 -3.8665 -0.7438 0.00
N 1.4801 -2.9632 -0.1304 0.00
Si -2.2351 0.2154 2.1404 0.00
C -2.6757 0.5285 3.9474 0.00
C -3.6385 -0.9143 1.6125 0.00
C -2.3203 1.8697 1.2327 0.00
H 0.8402 -0.6108 5.6232 0.00
H 0.2253 -1.9627 4.6959 0.00
H -0.8601 -0.6750 5.1872 0.00
H 0.7014 2.1950 4.4747 0.00
H -0.6603 2.3019 3.3714 0.00
H 0.9889 2.4742 2.7708 0.00
H 2.9031 0.9830 3.5268 0.00
H 3.0508 -0.3212 2.3756 0.00
H 2.8762 -0.6824 4.0858 0.00
H -1.2108 -3.2202 3.0580 0.00
H -0.8987 -5.3682 1.9455 0.00
H -0.6047 -5.5010 -0.4604 0.00
H 0.7924 -4.0775 -1.7892 0.00
H -2.8885 -0.4037 4.4722 0.00
H -3.6217 1.0770 3.8953 0.00
H -1.9925 1.1190 4.5500 0.00
H -3.4645 -1.9672 1.8412 0.00
H -3.9160 -0.8049 0.5688 0.00
H -4.5019 -0.6114 2.2103 0.00
H -1.3617 2.3932 1.2079 0.00
H -3.0138 2.5253 1.7648 0.00
H -2.6986 1.7599 0.2174 0.00
S 0.8442 -1.2751 -3.9500 0.64
C 1.1094 0.2254 -4.7320 0.07
C 2.2980 0.9600 -4.5439 0.08
C 2.4664 2.1838 -5.1601 -0.01
C 1.4529 2.7095 -5.9601 0.10
C 0.2743 1.9975 -6.1579 -0.01
C 0.1050 0.7624 -5.5625 0.08
H 3.0783 0.5358 -3.9303 0.00
H 3.3942 2.7284 -5.0368 0.00
H 1.5909 3.6680 -6.4438 0.01
H -0.5055 2.4047 -6.7873 0.00
H -0.8037 0.1937 -5.7071 0.00
```

Its net charge is +1. The value obtained for the orbital gap (spin up / spin down) is 0.216 / 0.220 hartree. As for the spin multiplicity: 2. Its HOMO energy (spin up / spin down) is -10.869 / -10.996 eV.

[3]
Formula: C26H39CaO21Pt
Source: the OMol25 dataset
Level of theory: wB97M-V/def2-TZVPD

```
88
Properties=species:S:1:pos:R:3:lowdin_spin:R:1
Ca -0.9605 -0.1206 0.5455 0.00
Pt -3.2659 -0.9482 3.4881 1.61
C 1.1069 0.1600 4.3643 0.00
C 0.3837 -0.3700 3.1649 0.00
O 0.8734 -0.4489 2.0450 0.02
O -0.8884 -0.4460 3.1457 0.07
H 0.3385 0.5013 5.0581 0.00
H 1.8636 0.9162 4.1551 0.00
H 1.4927 -0.7039 4.9055 0.00
C -3.9959 3.0862 1.7586 0.01
C -4.0175 1.6007 2.2611 0.02
O -4.8826 1.3108 3.1267 0.02
O -3.2533 0.7110 1.9193 0.17
H -3.0453 3.6107 1.8553 0.00
H -4.8082 3.6717 2.1894 0.00
H -4.0394 3.0145 0.6719 0.00
C -2.7287 -4.2950 0.4716 0.00
C -2.3904 -2.8059 0.6490 0.01
O -2.6636 -2.2248 1.7521 0.06
O -1.9489 -2.1026 -0.2549 0.00
H -3.8096 -4.4071 0.5558 0.00
H -2.0879 -4.8334 1.1699 0.00
H -2.4678 -4.3614 -0.5846 0.00
C 2.2418 -1.9126 -5.2269 0.00
C 1.0126 -1.9197 -4.2819 0.00
C 0.8273 -3.2211 -3.4555 0.00
O 0.6155 -2.7320 -2.1576 0.00
C 0.8752 -1.4461 -2.1087 0.00
O 0.7021 -0.7963 -1.0403 0.00
O 1.2473 -0.9066 -3.3576 0.00
H 1.8532 -2.4377 -6.0994 0.00
H 3.2174 -2.1860 -4.8249 0.00
H 2.3062 -0.8648 -5.5204 0.00
H 0.0924 -1.6741 -4.8119 0.00
H 1.7706 -3.7655 -3.4119 0.00
H -0.0180 -3.8821 -3.6473 0.00
C -1.3986 6.4816 -0.4945 0.00
C -0.5054 5.2280 -0.7202 0.00
C 0.8470 5.2686 -0.2571 0.00
O 1.1069 3.9795 0.2575 0.00
C -0.0727 3.3842 0.4632 0.00
O -0.1879 2.2599 1.0167 0.00
O -1.0696 4.1551 -0.1417 0.00
H -2.4561 6.2250 -0.5564 0.00
H -1.1221 7.2129 -1.2540 0.00
H -1.2216 6.9245 0.4856 0.00
H -0.4045 5.0943 -1.7973 0.00
H 0.9342 5.9292 0.6055 0.00
H 1.5514 5.6454 -0.9986 0.00
C 3.3147 -3.8194 0.6211 0.00
C 2.6347 -3.7130 2.0245 0.00
C 1.1298 -4.1572 2.0578 0.00
O 1.1764 -5.2918 2.8255 0.00
C 2.5081 -5.5594 3.2625 0.00
O 2.7256 -6.4976 4.1084 0.00
O 3.2823 -4.5899 2.9451 0.00
H 3.1034 -4.7663 0.1242 0.00
H 4.3993 -3.7136 0.5983 0.00
H 2.9587 -3.0574 -0.0722 0.00
H 2.7902 -2.7474 2.5059 0.00
H 0.6749 -4.1771 1.0675 0.00
H 0.7586 -3.3255 2.6565 0.00
C -4.8920 0.8032 -4.6647 0.00
C -4.3252 1.7801 -3.5762 0.00
C -5.0060 1.6473 -2.2400 0.00
O -4.0625 0.9608 -1.4987 0.00
C -2.8590 0.9730 -2.0641 0.00
O -1.8272 0.6834 -1.4955 0.00
O -2.9820 1.4176 -3.3089 0.00
H -5.8043 1.3018 -4.9923 0.00
H -5.2091 -0.0765 -4.1045 0.00
H -4.1141 0.6689 -5.4162 0.00
H -4.4807 2.7445 -4.0598 0.00
H -5.9664 1.1336 -2.1962 0.00
H -5.1511 2.6085 -1.7468 0.00
C 4.6921 -0.9389 1.2088 0.00
C 4.8667 0.6175 1.2876 0.00
C 3.5628 1.3805 1.2815 0.00
O 3.7208 2.3410 2.3373 0.00
C 4.7682 1.9740 3.0519 0.00
O 5.1200 2.4881 4.0731 0.00
O 5.2942 0.8045 2.5634 0.00
H 5.5321 -1.5769 1.4834 0.00
H 4.4639 -1.1756 0.1696 0.00
H 3.8236 -1.3143 1.7500 0.00
H 5.6264 1.0081 0.6105 0.00
H 2.7257 0.6947 1.4121 0.00
H 3.4767 1.9081 0.3316 0.00
```

Its net charge is +1. The value obtained for the orbital gap (spin up / spin down) is 0.282 / 0.246 hartree. As for the spin multiplicity: 3. Its HOMO energy (spin up / spin down) is -12.148 / -12.144 eV.

It is found that the largest force on an atom values, taken in the order of the records, are 2.62 1.06 7.70 eV Å⁻¹.
It is found that the total energy values, taken in the order of the records, are -63425.23594 -105161.12220 -92271.89148 eV.
It is found that the energy above the lowest of the compared OMol25 structures with the same formula, charge and spin values, taken in the order of the records, are 69.51 538.04 0.00 kJ/mol.